DFT (ωB97M-V/def2-TZVPD) results for a structure of composition C39H56IrN2O4P3Si2 in a non-equilibrium geometry.

## Properties
Net charge ... +1
2S+1 ... 6
E_tot ... -3637.4492 Ha
Molecular weight ... 958.20 g mol⁻¹
E_HOMO (alpha / beta) ... -10.570 / -11.802 eV

Element x y z (Å)
Ir (0.09, 0.49, -0.27)
C (2.91, 1.57, -2.69)
Si (3.19, 0.01, -1.69)
C (4.95, -0.20, -1.04)
C (2.66, -1.54, -2.63)
N (2.12, 0.18, -0.29)
P (2.27, -0.26, 1.28)
C (0.54, -0.43, 1.43)
P (-2.40, -0.11, 1.40)
N (-1.91, 0.16, -0.13)
Si (-2.98, -0.11, -1.55)
C (-2.52, -1.77, -2.33)
C (-2.77, 1.24, -2.84)
C (-4.71, -0.17, -0.80)
C (-2.05, 1.19, 2.62)
C (-1.21, 2.28, 2.38)
C (-0.97, 3.20, 3.38)
C (-1.60, 3.08, 4.61)
C (-2.50, 2.04, 4.83)
C (-2.73, 1.11, 3.84)
C (-1.83, -1.73, 2.00)
C (-1.86, -2.08, 3.35)
C (-1.47, -3.35, 3.74)
C (-1.09, -4.29, 2.79)
C (-1.10, -3.96, 1.44)
C (-1.47, -2.69, 1.05)
C (3.01, 1.05, 2.27)
C (2.94, 0.98, 3.66)
C (3.52, 1.98, 4.42)
C (4.17, 3.04, 3.79)
C (4.20, 3.12, 2.41)
C (3.61, 2.13, 1.64)
C (3.15, -1.80, 1.59)
C (2.62, -2.93, 0.97)
C (3.18, -4.17, 1.20)
C (4.27, -4.28, 2.05)
C (4.81, -3.16, 2.66)
C (4.25, -1.91, 2.43)
H (3.51, 1.58, -3.59)
H (3.13, 2.46, -2.10)
H (1.86, 1.65, -2.98)
H (5.66, -0.28, -1.86)
H (5.03, -1.12, -0.44)
H (5.26, 0.63, -0.41)
H (3.22, -1.63, -3.56)
H (1.60, -1.51, -2.87)
H (2.85, -2.44, -2.04)
H (-1.45, -1.80, -2.56)
H (-3.06, -1.89, -3.27)
H (-2.76, -2.62, -1.70)
H (-1.82, 1.76, -2.74)
H (-3.57, 1.98, -2.77)
H (-2.80, 0.81, -3.84)
H (-4.85, -1.05, -0.17)
H (-5.48, -0.20, -1.58)
H (-4.90, 0.72, -0.18)
H (-0.76, 2.43, 1.41)
H (-0.30, 4.03, 3.18)
H (-1.42, 3.81, 5.39)
H (-3.02, 1.97, 5.77)
H (-3.47, 0.33, 4.00)
H (-2.15, -1.36, 4.10)
H (-1.47, -3.61, 4.79)
H (-0.80, -5.29, 3.10)
H (-0.82, -4.69, 0.70)
H (-1.46, -2.41, 0.00)
H (2.45, 0.14, 4.14)
H (3.47, 1.94, 5.50)
H (4.64, 3.81, 4.39)
H (4.70, 3.95, 1.93)
H (3.60, 2.19, 0.56)
H (1.75, -2.81, 0.32)
H (2.77, -5.05, 0.72)
H (4.71, -5.26, 2.25)
H (5.66, -3.26, 3.32)
H (4.67, -1.03, 2.90)
C (-2.29, 5.69, 1.30)
C (-2.14, 4.95, -0.02)
C (-3.04, 3.71, -0.02)
C (-2.50, 5.88, -1.18)
O (-0.74, 4.56, -0.05)
P (0.07, 3.87, -1.26)
O (-0.24, 4.37, -2.61)
O (-0.08, 2.34, -1.15)
O (1.55, 4.08, -0.73)
C (2.23, 5.35, -0.52)
C (1.63, 6.49, -1.35)
C (2.14, 5.69, 0.97)
C (3.67, 5.11, -0.94)
H (-3.31, 6.06, 1.42)
H (-1.60, 6.54, 1.33)
H (-2.05, 5.03, 2.14)
H (-4.05, 3.97, -0.34)
H (-3.09, 3.27, 0.98)
H (-2.64, 2.96, -0.70)
H (-3.55, 6.15, -1.11)
H (-2.30, 5.40, -2.13)
H (-1.90, 6.79, -1.13)
H (0.62, 6.71, -1.02)
H (1.60, 6.22, -2.40)
H (2.24, 7.38, -1.23)
H (1.09, 5.82, 1.24)
H (2.68, 6.61, 1.18)
H (2.55, 4.87, 1.56)
H (3.71, 4.90, -2.01)
H (4.09, 4.25, -0.40)
H (4.29, 5.98, -0.74)